Density functional theory data (wB97M-V/def2-TZVPD) for 3 unconnected molecules or ions with the total composition C23H52ClFNO7PSi.

Last column: Mulliken charge in e.
Element x y z (Å)
C (-2.558, -2.502, 4.273)  -1.248
C (-2.548, -1.448, 3.156)  -0.451
C (-1.475, -1.710, 2.095)  -0.810
C (-0.887, -0.436, 1.500)  -0.498
O (0.293, -0.709, 0.779)  -0.577
P (0.606, -0.119, -0.848)  1.450
C (0.535, 1.648, -0.232)  -1.376
C (1.573, 1.948, 0.822)  -0.787
F (2.832, 1.552, 0.401)  -0.281
C (2.159, -1.141, -0.733)  -1.340
C (1.877, -2.623, -0.971)  -0.415
C (3.148, -3.456, -1.121)  -1.161
C (3.953, -3.561, 0.186)  -0.510
C (3.664, -4.864, 0.939)  -0.763
N (3.916, -4.833, 2.388)  -0.676
C (-1.043, -0.822, -1.405)  -0.198
Cl (-0.954, -1.770, -2.922)  -0.114
C (-2.155, 0.226, -1.581)  -0.221
C (-3.541, -0.368, -1.267)  -1.371
Si (1.292, 0.632, -2.944)  0.758
C (-0.003, 1.593, -3.943)  -1.274
C (2.740, 1.843, -2.764)  -1.257
C (2.024, -0.692, -4.098)  -1.251
H (-1.986, -2.184, 5.141)  0.246
H (-2.107, -3.429, 3.916)  0.434
H (-3.572, -2.737, 4.584)  0.324
H (-2.397, -0.454, 3.575)  0.330
H (-3.528, -1.461, 2.680)  0.301
H (-1.870, -2.345, 1.300)  0.207
H (-0.640, -2.257, 2.539)  0.353
H (-1.651, 0.061, 0.897)  0.118
H (-0.651, 0.235, 2.334)  0.470
H (0.613, 2.348, -1.062)  0.779
H (-0.436, 1.858, 0.219)  0.503
H (1.353, 1.426, 1.749)  0.225
H (1.622, 3.018, 1.017)  0.430
H (2.512, -1.018, 0.288)  0.644
H (2.929, -0.741, -1.389)  0.771
H (1.323, -2.999, -0.107)  0.076
H (1.238, -2.793, -1.834)  0.249
H (3.756, -3.082, -1.945)  0.426
H (2.838, -4.464, -1.408)  0.463
H (5.017, -3.496, -0.033)  0.289
H (3.672, -2.745, 0.851)  0.346
H (2.616, -5.128, 0.803)  0.407
H (4.263, -5.673, 0.523)  0.362
H (3.273, -4.171, 2.806)  0.266
H (4.842, -4.456, 2.551)  0.267
H (-1.380, -1.548, -0.671)  0.407
H (-2.154, 0.578, -2.606)  0.420
H (-1.985, 1.066, -0.916)  0.172
H (-3.561, -1.431, -1.503)  0.306
H (-4.306, 0.117, -1.867)  0.413
H (-3.793, -0.236, -0.217)  0.295
H (-0.626, 0.915, -4.526)  0.322
H (-0.667, 2.212, -3.340)  0.348
H (0.503, 2.250, -4.654)  0.393
H (3.029, 2.089, -3.788)  0.342
H (3.593, 1.408, -2.252)  0.348
H (2.454, 2.778, -2.284)  0.278
H (1.747, -1.709, -3.841)  0.312
H (3.113, -0.639, -4.104)  0.350
H (1.691, -0.487, -5.117)  0.381
C (0.600, 6.630, -8.725)  -0.631
O (0.308, 6.099, -7.430)  -0.315
C (1.369, 5.994, -6.631)  0.792
O (2.496, 6.303, -6.913)  -0.542
O (0.965, 5.489, -5.468)  -0.332
C (2.011, 5.319, -4.508)  -0.584
H (-0.346, 6.655, -9.255)  0.216
H (1.009, 7.635, -8.644)  0.296
H (1.305, 5.989, -9.252)  0.292
H (2.470, 6.275, -4.264)  0.452
H (2.766, 4.631, -4.881)  0.280
H (1.542, 4.901, -3.622)  0.074
C (-3.226, 0.902, 7.442)  -0.669
O (-3.815, -0.381, 7.217)  -0.217
C (-4.388, -0.917, 8.294)  0.745
O (-4.439, -0.417, 9.386)  -0.550
O (-4.892, -2.100, 7.951)  -0.278
C (-5.539, -2.794, 9.021)  -0.646
H (-2.804, 1.204, 6.488)  0.172
H (-3.979, 1.620, 7.759)  0.314
H (-2.440, 0.837, 8.192)  0.326
H (-6.379, -2.215, 9.401)  0.297
H (-4.837, -2.995, 9.828)  0.297
H (-5.894, -3.728, 8.597)  0.207

- Max |F|: 0.8 eV/A
- Energy above the lowest of the compared OMol25 structures with the same formula, charge and spin: 0.00 kJ/mol
- Kohn-Sham gap: 8.4 eV
- Lowest unoccupied orbital energy: 0.519 eV
- Multiplicity: 1
- SMILES: CCCCOP(CCF)(CCCCCN)([C@H](Cl)CC)[Si](C)(C)C.COC(=O)OC.COC(=O)OC